# C2H14NO3

4 unconnected molecules or ions with the total composition C2H14NO3 (the ωB97M-V functional and the def2-TZVPD basis, the OMol25 dataset).

Positions of all 20 atoms, in Å:
H1 -2.100 -1.406 1.189
C1 -2.261 -0.480 0.654
H2 1.050 -1.034 -1.729
H3 4.296 4.649 -3.610
C2 -2.819 0.666 1.511
H4 0.963 -3.226 1.824
H5 2.150 -1.502 -0.728
H6 1.737 -3.830 0.679
O1 1.809 -3.150 1.378
H7 -2.840 1.522 0.853
H8 -2.861 -0.464 -0.251
O2 3.695 4.130 -3.068
H9 -3.770 0.391 1.953
O3 1.365 -0.956 -0.827
H10 -2.185 0.936 2.361
H11 -0.310 0.505 0.730
H12 4.235 3.798 -2.346
N1 -0.880 -0.084 0.126
H13 -0.952 0.488 -0.697
H14 -0.322 -0.955 -0.003

Computed properties:
spin multiplicity: 1
total charge: +1
orbital gap: 10.1 eV